1.
DFT (ωB97M-V/def2-TZVPD) results for a molecular structure, C5H11EuO4.

```
21
C5H11EuO4 (ωB97M-V/def2-TZVPD)
C -4.57205 2.54672 2.41629
O -4.96794 1.22422 2.16511
H -4.51232 3.14135 1.49062
H -5.32365 3.00185 3.08305
H -3.59059 2.59688 2.91769
O -1.36267 -0.34783 -0.50152
C -2.63694 -0.73660 -0.51450
C -3.35201 -0.74745 -1.83544
O -2.84839 0.36318 -2.59964
C -2.90090 0.28636 -4.02555
C -1.87432 1.29155 -4.55034
O -0.64466 1.14682 -3.91205
Eu -0.59341 0.68381 -1.99028
H -4.34269 0.77817 1.49422
H -3.10971 -1.01382 0.43354
H -4.44188 -0.66501 -1.71164
H -3.13842 -1.66592 -2.41655
H -3.91971 0.50513 -4.38315
H -2.62184 -0.73762 -4.33168
H -2.28848 2.31236 -4.40798
H -1.79626 1.13472 -5.64476
```

Output
E_LUMO (spin up / spin down) in eV: -5.24 / -4.60
Multiplicity: 8
Relative energy (zero: lowest compared OMol25 entry of this formula, charge and spin) in kcal per mole: 0.00
Expectation value of S²: 15.789
Net charge: +1
HOMO-LUMO gap (spin up / spin down) in eV: 6.20 / 8.19



2.
DFT (ωB97M-V/def2-TZVPD) results for a single C4H5N5O2 molecule.

```
16
C4H5N5O2 (ωB97M-V/def2-TZVPD)
C -3.31207 -0.58650 0.26532
C -1.28546 -0.46047 -0.06537
C 1.89638 -1.65307 -0.31195
C 1.30019 -0.16025 -0.10392
N -2.20144 -1.35563 0.33407
N -3.12017 0.64393 -0.15152
N 0.66390 -2.04563 -0.13215
N -1.80317 0.73958 -0.30498
N 0.04562 -0.82717 0.11151
O 1.37930 0.67465 -1.21737
O 1.63490 0.55181 1.04648
H -4.31205 -0.78238 0.41879
H 2.83152 -2.07480 -0.34723
H -1.20609 1.52851 -0.43245
H 1.43851 1.56679 -0.92171
H 1.11213 0.12837 1.72800
```

Output
E_LUMO in eV: 0.34
Multiplicity: 1
Relative energy (zero: lowest compared OMol25 entry of this formula, charge and spin) in kcal per mole: 43.09
HOMO-LUMO gap in eV: 9.14



3.
DFT (ωB97M-V/def2-TZVPD) results for 4 unconnected molecules or ions with the total composition CH10O3S.

```
15
CH10O3S (ωB97M-V/def2-TZVPD)
C 1.13328 -1.30852 0.93175
S -0.06246 -1.99264 2.08294
H 1.52034 -2.03906 0.25463
H 0.65624 -0.63872 0.22425
H 1.90446 -0.63826 1.39373
H -0.67468 -2.68173 1.18800
H 0.49461 1.62655 -1.07132
H 1.69062 1.50695 -0.11122
O 1.49412 1.76144 -1.03481
H -1.12594 1.38292 1.16422
H -0.45948 2.92615 1.06348
O -1.01696 2.24729 0.70926
H -1.74413 -1.52729 -2.35322
H -2.06539 0.00052 -1.84989
O -1.74460 -0.62560 -2.59179
```

Output
E_LUMO in eV: 0.23
Multiplicity: 1
Relative energy (zero: lowest compared OMol25 entry of this formula, charge and spin) in kcal per mole: 24.61
HOMO-LUMO gap in eV: 9.72



4.
DFT (ωB97M-V/def2-TZVPD) results for a molecular structure, C12H42O9.

```
63
C12H42O9 (ωB97M-V/def2-TZVPD)
O -8.38160 -1.79292 -3.77863
H -8.71625 -2.59523 -3.37795
H -8.06058 -1.27266 -3.04207
O -9.68887 -3.71420 -5.20337
H -8.79018 -3.38638 -5.16987
H -10.04124 -3.53810 -4.33098
O -10.31254 -4.39070 -3.14800
H -10.30010 -5.34502 -3.22116
H -11.23159 -4.15261 -3.26999
O -9.98500 -3.32936 -7.35646
H -10.89075 -3.20698 -7.64085
H -10.01691 -3.23110 -6.40485
O -8.44675 -3.83393 -3.14479
H -8.09033 -4.26077 -2.36569
H -9.35244 -4.13995 -3.19295
C -11.84143 -3.06625 -5.62398
C -12.73768 -1.97170 -4.92930
C -12.76981 -0.66977 -5.63294
O -14.04063 -2.43517 -4.89637
H -10.84659 -2.64194 -5.48848
H -11.93718 -3.39868 -6.65763
H -11.94190 -3.88888 -4.91597
H -12.44033 -1.86209 -3.88639
H -13.65865 -0.06766 -5.44446
H -12.92767 -0.80344 -6.70313
H -11.88782 -0.03195 -5.57482
H -14.64224 -1.82799 -4.45934
C -11.36821 -4.90593 -6.17391
C -12.49871 -5.79791 -5.62449
C -13.69068 -4.96542 -5.08410
O -13.10532 -6.64216 -6.64640
H -10.95850 -4.28202 -5.37956
H -11.65739 -4.28950 -7.02508
H -10.62776 -5.55938 -6.63527
H -12.08935 -6.42246 -4.83047
H -14.54783 -5.52881 -4.71534
H -14.01383 -4.26538 -5.85456
H -13.26573 -4.35777 -4.28518
H -12.54673 -7.42213 -6.68148
C -8.64820 -2.16537 -6.17585
C -8.09484 -1.84472 -7.57614
C -7.91920 -0.32048 -7.65618
O -6.80958 -2.43069 -7.63757
H -9.61146 -1.66711 -6.06647
H -8.00468 -1.76402 -5.39298
H -8.74488 -3.24736 -6.08608
H -8.69139 -2.09289 -8.45400
H -7.00440 0.03049 -7.17862
H -8.80303 0.19964 -7.28681
H -7.79947 -0.18043 -8.73049
H -6.90579 -3.18775 -8.21998
C -7.82457 -6.28896 -5.52506
C -7.56597 -4.95723 -6.17720
C -6.10260 -4.47027 -5.86869
O -7.51624 -5.17253 -7.57090
H -7.54705 -6.18888 -4.47574
H -7.18909 -7.07774 -5.92765
H -8.84644 -6.66571 -5.56918
H -8.26932 -4.17251 -5.89859
H -5.35519 -5.07099 -6.38697
H -5.77804 -4.70799 -4.85565
H -5.97697 -3.43735 -6.19331
H -6.88303 -4.55957 -7.95160
```

Output
E_LUMO in eV: -0.42
Multiplicity: 1
Relative energy (zero: lowest compared OMol25 entry of this formula, charge and spin) in kcal per mole: 642.04
HOMO-LUMO gap in eV: 7.88



5.
DFT (ωB97M-V/def2-TZVPD) results for a single C2H6ClN3O molecule.

```
13
C2H6ClN3O (ωB97M-V/def2-TZVPD)
C 0.39773 -0.01475 0.16505
C -0.78279 -0.88927 0.47260
H 2.89711 -1.92658 -0.34057
H 1.57501 -2.32454 0.58498
H -1.00561 -1.20040 1.49334
H -0.58183 -1.78130 -0.13741
H -0.59736 1.67993 -0.11751
H 1.98401 1.62452 -0.54169
N 1.86067 -1.79813 -0.22975
N 1.61346 -0.40741 -0.14572
N 0.25155 1.33262 0.24503
O 1.30139 2.15000 -0.00676
Cl -2.26187 -0.10218 -0.22352
```

Output
E_LUMO in eV: 0.83
Multiplicity: 1
Relative energy (zero: lowest compared OMol25 entry of this formula, charge and spin) in kcal per mole: 23.01
HOMO-LUMO gap in eV: 8.91



6.
DFT (ωB97M-V/def2-TZVPD) results for 4 unconnected molecules or ions with the total composition C21H35N2O12.

```
70
C21H35N2O12 (ωB97M-V/def2-TZVPD)
C 4.45748 -2.03938 1.77729
C 4.09238 -1.71075 0.28114
C 4.99160 -0.65988 -0.43064
N 3.09264 -2.37173 -0.26214
C 1.97049 -1.61705 -0.52011
C 1.79458 -0.16547 -0.30437
C 0.55676 0.51363 -0.66005
C 0.35187 2.03662 -0.48973
O -0.70122 2.56813 -0.31054
O 1.50208 2.83765 -0.59055
C -0.54254 -0.31389 -1.22411
O -1.75539 0.24880 -1.58399
C -0.31816 -1.73003 -1.39446
N 0.88120 -2.31899 -1.04038
H 4.15085 -3.09974 1.96337
H 4.02059 -1.30730 2.50017
H 5.58735 -2.04096 1.80596
H 5.87279 -1.10346 -0.96021
H 5.29840 0.08763 0.35827
H 4.37175 -0.06596 -1.16383
H 2.62056 0.43549 0.13884
H 1.49837 3.39902 0.21097
H -1.76200 0.20440 -2.56266
H -1.14079 -2.33835 -1.83496
H 0.96549 -3.32684 -1.18715
C 4.67877 -3.87942 8.04862
C 3.40042 -3.07285 7.94241
O 3.08130 -2.79128 6.57016
C 2.51385 -3.79384 5.89471
O 2.24476 -4.88161 6.32940
O 2.31465 -3.38354 4.63049
C 1.78386 -4.39399 3.77430
H 5.49144 -3.38388 7.51271
H 4.96847 -4.00669 9.09258
H 4.55935 -4.86847 7.60304
H 3.53532 -2.10874 8.43328
H 2.56651 -3.57351 8.43752
H 0.88278 -4.83965 4.19547
H 2.53966 -5.15990 3.59116
H 1.52573 -3.92693 2.82394
C -3.21530 3.47568 2.09154
C -2.90408 4.44418 0.96787
O -4.10527 5.02856 0.44898
C -4.62134 6.02586 1.17844
O -4.16262 6.46575 2.20162
O -5.74735 6.43500 0.58432
C -6.44792 7.44998 1.30520
H -3.94872 2.73411 1.76709
H -2.31007 2.96018 2.41867
H -3.64454 3.99341 2.95100
H -2.43904 3.90761 0.14508
H -2.20289 5.21871 1.28673
H -5.79466 8.28992 1.54159
H -6.87720 7.03062 2.21617
H -7.25688 7.80781 0.67096
C -1.81724 -2.61187 -8.49471
C -3.09701 -1.82892 -8.28149
O -3.08371 -1.15561 -7.01317
C -2.37535 -0.02406 -6.97057
O -1.77132 0.47128 -7.88444
O -2.43554 0.45778 -5.71803
C -1.65004 1.63152 -5.51199
H -1.63411 -3.28510 -7.65400
H -1.87263 -3.19839 -9.41284
H -0.95481 -1.94659 -8.56445
H -3.94470 -2.51412 -8.25966
H -3.27501 -1.12063 -9.09249
H -1.88427 2.40275 -6.24513
H -0.58831 1.37935 -5.54878
H -1.88213 2.01793 -4.51945
```

Output
E_LUMO in eV: -4.79
Multiplicity: 1
Net charge: +1
HOMO-LUMO gap in eV: 7.35



These records have maximum force values of 5.06 7.06 3.63 14.88 3.09 3.51 eV/A, in the order they appear.